(1)
{
  "formula": "C17H19N3O3S2",
  "method": "ωB97M-V/def2-TZVPD",
  "de_lowest_kj_mol": 252.0,
  "orbital_gap_ev": 8.71,
  "total_energy_ha": -1845.56286,
  "smiles": "CCOc1ccc2nc(S[C@H](CC)C(=O)Nc3cc(C)on3)sc2c1",
  "lumo_energy_ev": 0.7,
  "elements": ["S", "S", "O", "O", "O", "N", "N", "N", "C", "C", "C", "C", "C", "C", "C", "C", "C", "C", "C", "C", "C", "C", "C", "C", "C", "H", "H", "H", "H", "H", "H", "H", "H", "H", "H", "H", "H", "H", "H", "H", "H", "H", "H", "H"],
  "xyz": [[-0.81753, 0.88528, 1.50268], [1.92285, -0.15503, 2.21217], [-3.84043, 1.94277, -0.15045], [-5.64801, -2.53167, -0.46524], [6.40186, -1.31514, -0.02063], [-3.10477, -0.20259, -0.28422], [1.21041, 0.49565, -0.20698], [-4.34209, -2.17011, -0.42551], [0.78021, 0.44045, 0.99752], [-6.42168, -1.43443, -0.40364], [-4.31512, -0.85974, -0.33993], [4.38431, -0.78414, 0.99303], [2.50586, 0.07202, -0.29934], [7.86565, 0.07404, -1.40575], [5.13966, -0.83909, -0.17871], [-5.62963, -0.32567, -0.32315], [3.26812, 0.01016, -1.45765], [-1.25346, 3.04556, -0.18925], [-2.93416, 1.14699, -0.17624], [7.30705, -1.31416, -1.10721], [-1.46442, 1.54098, -0.09594], [-1.49071, 3.54078, -1.61100], [3.08504, -0.33283, 0.92424], [4.57071, -0.44006, -1.39369], [-7.89381, -1.60542, -0.42621], [5.14182, -0.48320, -2.30699], [7.07365, 0.75863, -1.69951], [-0.23097, 3.27753, 0.11482], [-8.37550, -0.63440, -0.48194], [-2.51510, 3.34144, -1.91338], [-1.94366, 3.54224, 0.49473], [-0.81455, 3.04644, -2.30551], [-8.22437, -2.11957, 0.47525], [6.84385, -1.75173, -1.99997], [2.83432, 0.31594, -2.39609], [8.59393, 0.01026, -2.20945], [-1.31825, 4.61242, -1.66389], [4.82962, -1.09627, 1.92290], [8.11449, -1.97587, -0.78166], [-8.18689, -2.20953, -1.28274], [8.35166, 0.47294, -0.51902], [-5.90560, 0.70352, -0.25973], [-0.88380, 1.02034, -0.86209], [-2.29955, -0.81402, -0.27505]],
  "atomic_forces_ev_per_a": [[-0.4, 0.1, 0.0], [-0.1, 0.1, -0.5], [-0.2, 0.2, 0.0], [-0.9, 0.1, 0.0], [-0.1, 0.0, 0.2], [0.1, -0.4, -0.1], [-0.8, 0.3, -0.1], [1.3, 0.4, 0.0], [0.3, -0.1, 0.1], [0.5, 0.6, 0.0], [-0.9, -0.5, -0.1], [0.3, -0.1, -0.1], [0.9, -0.4, 0.4], [-0.2, -0.3, 0.2], [-0.3, 0.1, 0.2], [-0.3, -0.5, 0.0], [-0.2, 0.0, 0.2], [0.0, -0.1, -0.2], [0.4, -0.3, 0.0], [0.3, 0.1, -0.3], [0.3, 0.2, 0.5], [0.0, 0.0, 0.2], [-0.2, 0.1, -0.3], [0.3, -0.1, -0.1], [0.2, -0.2, 0.0], [0.1, 0.0, -0.1], [0.0, 0.1, -0.1], [0.0, -0.1, 0.1], [0.0, 0.0, 0.0], [-0.1, 0.0, -0.1], [0.1, 0.0, 0.1], [0.1, 0.0, -0.1], [-0.1, 0.0, 0.0], [0.0, 0.0, 0.1], [0.0, 0.0, -0.1], [0.1, 0.0, -0.1], [0.0, 0.1, -0.1], [0.1, -0.1, 0.1], [-0.1, 0.0, -0.1], [-0.1, 0.0, -0.1], [0.1, 0.0, 0.1], [-0.1, 0.2, 0.0], [-0.1, 0.0, 0.0], [0.0, 0.2, 0.0]]
}

(2)
{
  "formula": "C2H3FLiO2Tl",
  "method": "ωB97M-V/def2-TZVPD",
  "de_lowest_kj_mol": 0.0,
  "orbital_gap_ev": 6.44,
  "total_energy_ha": -508.32553,
  "lumo_energy_ev": -1.2,
  "elements": ["Tl", "F", "O", "O", "C", "C", "Li", "H", "H", "H"],
  "xyz": [[-1.08581, -2.33701, -0.25466], [1.54643, 0.65405, -0.56922], [0.71097, -1.20021, 0.43858], [-1.75157, -0.24757, -0.03867], [-0.80361, 0.62818, -0.04375], [0.55429, 0.09961, 0.43689], [1.81110, -1.39054, -1.06187], [0.88409, 0.58287, 1.37531], [-1.13257, 1.96526, 0.68399], [-0.73332, 1.24536, -0.96660]],
  "atomic_forces_ev_per_a": [[-1.3, -1.0, -0.2], [0.1, -0.6, -0.1], [1.1, -0.8, -0.4], [-1.6, -1.3, 0.2], [0.0, 4.7, 0.4], [0.3, 2.2, 0.9], [-0.1, 0.7, 0.6], [0.1, -0.2, -0.4], [0.8, -3.2, -0.8], [0.5, -0.7, 0.0]]
}

(3)
{
  "formula": "C2H6N2S2",
  "method": "ωB97M-V/def2-TZVPD",
  "de_lowest_kj_mol": 552.6,
  "orbital_gap_ev": 8.09,
  "total_energy_ha": -985.47305,
  "lumo_energy_ev": -0.1,
  "elements": ["S", "S", "N", "N", "C", "C", "H", "H", "H", "H", "H", "H"],
  "xyz": [[-1.89894, -1.15579, -0.05597], [2.36357, -0.07811, -0.14214], [-1.57193, 1.55630, -0.22471], [-0.22637, 0.99445, -0.13027], [0.98521, -1.11844, -0.23855], [-0.40572, -0.35803, -0.28508], [0.99987, -2.05721, -1.00961], [-1.50462, 2.19113, 0.97850], [-2.45643, 0.44223, -0.41612], [0.92041, -1.57189, 1.00983], [0.56786, 1.35950, -0.72834], [2.22711, -0.20415, 1.24245]],
  "atomic_forces_ev_per_a": [[1.2, 0.4, -0.9], [1.6, 0.3, 1.5], [0.7, 3.2, 4.0], [-3.5, -2.6, -2.4], [-3.7, -4.1, 1.9], [2.5, -0.3, 1.6], [0.1, 2.4, 2.0], [-1.1, -2.5, -4.6], [2.5, 1.7, 1.4], [-0.1, 0.6, -4.2], [-1.2, -0.1, 1.0], [0.9, 1.0, -1.4]]
}